1.
A structure of composition C18H20MoN7P, computed with wB97M-V/def2-TZVPD.

HOMO level (alpha / beta)	-14.03 / -14.04	eV
HOMO-LUMO gap (alpha / beta)	7.17 / 7.18	eV
net charge	+2
2S+1	1

XYZ file:
```
47
Properties=species:S:1:pos:R:3:mulliken_charge:R:1
Mo -1.306 -1.021 -1.053 1.109
C -3.205 1.185 3.645 -0.745
N -3.298 0.394 2.406 0.150
C -4.410 -0.288 1.986 -0.154
C -4.084 -0.883 0.806 -0.796
N -2.781 -0.564 0.509 0.157
C -2.330 0.209 1.495 -0.280
P -0.624 0.871 1.555 -0.179
C -0.644 1.593 -0.139 0.271
N -1.255 1.074 -1.206 -0.063
C -1.187 2.002 -2.212 -0.842
C -0.557 3.106 -1.730 -0.094
N -0.226 2.836 -0.427 0.171
C 0.489 3.760 0.471 -0.755
C 0.209 -0.756 1.329 0.283
N -0.254 -1.776 0.606 -0.104
C 0.547 -2.858 0.862 -0.893
C 1.475 -2.492 1.787 -0.077
N 1.250 -1.170 2.071 0.205
C 2.057 -0.356 2.996 -0.772
H -4.159 1.128 4.159 0.329
H -2.432 0.781 4.291 0.324
H -2.992 2.224 3.412 0.324
H -5.329 -0.295 2.549 0.458
H -4.693 -1.502 0.170 0.502
H -1.594 1.827 -3.193 0.502
H -0.321 4.045 -2.201 0.474
H 0.860 4.591 -0.120 0.329
H -0.181 4.139 1.238 0.334
H 1.332 3.254 0.932 0.307
H 0.402 -3.813 0.387 0.497
H 2.261 -3.058 2.258 0.484
H 2.974 -0.895 3.213 0.332
H 2.311 0.593 2.532 0.313
H 1.516 -0.183 3.923 0.336
N 0.019 -1.315 -2.129 -0.624
C 1.282 -1.398 -2.726 0.263
C 2.347 -0.710 -2.143 0.218
C 3.606 -0.794 -2.706 -0.784
C 3.802 -1.560 -3.853 -0.406
C 2.737 -2.238 -4.432 -0.593
C 1.473 -2.161 -3.871 -0.501
H 2.162 -0.115 -1.256 0.349
H 4.438 -0.265 -2.260 0.395
H 4.787 -1.627 -4.294 0.412
H 2.890 -2.830 -5.325 0.395
H 0.634 -2.687 -4.311 0.438
```



2.
A structure of composition C18H20N2O3, computed with wB97M-V/def2-TZVPD.

HOMO level	-8.03	eV
HOMO-LUMO gap	8.13	eV
net charge	0
ΔE to the lowest compared entry with this formula, charge and spin	940.7	kJ/mol
2S+1	1

XYZ file:
```
43
Properties=species:S:1:pos:R:3:mulliken_charge:R:1
C 1.596 0.493 -0.136 -0.127
C 0.163 0.094 -0.261 0.590
C 2.573 -0.882 0.178 -0.719
C 4.019 -0.750 0.217 0.705
C 4.785 -0.423 1.347 -0.401
C 4.689 -0.847 -1.125 -0.686
C 6.187 -0.076 1.147 -0.328
C 6.035 -0.656 -1.192 -0.475
C 6.825 -0.081 -0.127 -0.424
C -1.945 1.054 -0.324 0.485
C -2.839 2.278 -0.334 0.524
C -2.507 0.198 0.705 -1.534
C -3.870 -0.382 0.263 0.476
C -3.748 -1.714 -0.229 -0.290
C -5.077 0.151 0.540 -0.021
C -4.841 -2.704 -0.246 -0.564
C -6.222 -0.756 0.343 -0.636
C -6.186 -2.221 -0.083 -0.307
H 2.945 2.066 -0.087 0.323
H 2.385 1.808 1.388 0.274
H 1.664 0.864 -1.285 0.214
H 2.232 -1.533 -0.766 0.238
H 2.312 -1.421 1.262 0.281
H 4.200 -0.432 2.342 0.279
H 4.111 -1.102 -1.921 0.457
H 6.882 0.082 2.026 0.290
H 6.383 -0.642 -2.199 0.329
H 7.931 0.245 -0.330 0.280
H -0.140 2.251 -0.634 0.369
H -1.912 0.505 -1.279 0.293
H -1.695 -0.583 0.722 0.670
H -2.602 0.742 1.594 0.501
H -2.800 -1.943 -0.717 0.310
H -4.780 1.236 0.888 0.363
H -4.629 -3.849 -0.523 0.228
H -7.287 -0.445 -0.085 0.190
H -7.194 -2.819 0.012 0.313
H -2.648 4.366 -0.439 0.382
N 2.092 1.880 0.368 -0.599
N -0.613 1.201 -0.038 -0.408
O -0.256 -1.086 -0.438 -0.686
O -3.937 2.364 0.220 -0.613
O -2.278 3.467 -0.763 -0.545
```



3.
An isolated molecule of C18H20N2O3, computed with wB97M-V/def2-TZVPD.

HOMO level	-7.85	eV
HOMO-LUMO gap	7.78	eV
net charge	0
SMILES string	CCOC(=O)/C(C#N)=C\c1c(OCC)n(CC)c2ccccc12
ΔE to the lowest compared entry with this formula, charge and spin	207.8	kJ/mol
2S+1	1

XYZ file:
```
43
Properties=species:S:1:pos:R:3:mulliken_charge:R:1
C -5.346 -1.448 -0.912 -1.254
C -3.898 -1.060 -1.144 -0.158
O -3.485 -0.213 -0.072 -0.280
C -2.266 0.317 -0.167 0.203
O -1.513 0.129 -1.092 -0.588
C -1.977 1.227 0.972 0.909
C -3.069 1.954 1.481 -0.059
N -3.954 2.558 1.894 -0.570
C -0.717 1.444 1.426 -0.945
C 0.409 0.633 1.075 0.642
C 1.702 1.046 0.791 0.136
O 2.243 2.275 0.652 -0.568
C 1.455 3.270 0.000 -0.391
C 1.060 2.869 -1.415 -0.859
N 2.509 -0.028 0.562 0.233
C 3.890 0.040 0.158 -0.801
C 4.043 -0.180 -1.345 -0.945
C 1.763 -1.176 0.704 -0.473
C 2.145 -2.506 0.613 -0.585
C 1.177 -3.467 0.827 -0.715
C -0.133 -3.113 1.148 -1.038
C -0.514 -1.791 1.251 -0.233
C 0.435 -0.804 1.006 1.012
H -5.689 -2.085 -1.722 0.400
H -5.444 -1.982 0.029 0.315
H -5.967 -0.557 -0.869 0.322
H -3.244 -1.940 -1.168 0.295
H -3.774 -0.519 -2.089 0.300
H -0.559 2.246 2.139 0.694
H 2.104 4.149 -0.011 0.404
H 0.561 3.499 0.589 0.278
H 0.431 1.980 -1.403 0.179
H 0.506 3.681 -1.877 0.401
H 1.946 2.666 -2.013 0.243
H 4.451 -0.720 0.710 0.438
H 4.266 1.027 0.436 0.384
H 3.642 -1.149 -1.631 0.315
H 3.505 0.589 -1.894 0.184
H 5.093 -0.137 -1.622 0.388
H 3.162 -2.787 0.387 0.371
H 1.439 -4.512 0.754 0.400
H -0.860 -3.892 1.323 0.401
H -1.527 -1.531 1.521 0.617
```



no.,molar mass (g mol⁻¹)
1,461.321
2,312.369
3,312.369